# C34H24N4O8PSY

A molecular structure, C34H24N4O8PSY in a non-equilibrium geometry (wB97M-V/def2-TZVPD, the Open Molecules 2025 dataset).

Structure (XYZ):
```
73
Properties=species:S:1:pos:R:3:mulliken_charge:R:1
Y 0.49427 0.10173 -0.28871 0.785
N 0.80082 4.28269 1.10455 -0.613
C 1.31756 2.99787 0.97709 0.396
S 2.15014 2.59303 -0.47452 -0.513
N 1.14710 2.22910 2.00776 -1.152
N 1.45382 0.90591 1.76714 1.092
C 2.18812 0.32541 2.65209 -1.046
C 2.52393 -1.07519 2.67510 1.158
C 3.44677 -1.50748 3.63229 -0.654
C 3.82033 -2.82929 3.74640 -0.731
C 3.24708 -3.76149 2.88410 -0.421
C 2.32731 -3.37929 1.93729 -0.857
C 1.92853 -2.02453 1.78491 -0.303
O 1.04527 -1.69618 0.90748 0.557
H 0.68989 4.72559 0.20462 0.321
H -0.06060 4.27540 1.63492 0.303
H 2.58829 0.93827 3.46759 0.138
H 3.87719 -0.76674 4.29708 0.327
H 4.54258 -3.13706 4.49160 0.351
H 3.52929 -4.80691 2.96034 0.371
H 1.87705 -4.09599 1.26638 0.439
O -0.35674 3.69111 -5.61490 -0.586
C -0.28688 2.89902 -4.49655 1.276
C -1.03154 3.18286 -3.35791 -0.775
C -0.89975 2.34089 -2.26259 -0.419
N -0.09851 1.28470 -2.28346 0.655
C 0.63667 1.02488 -3.35537 0.082
C 0.57360 1.80818 -4.50190 -0.909
C 1.67025 -0.10915 -3.19582 0.430
O 2.23475 -0.51267 -4.20672 -0.798
O 1.84773 -0.48178 -2.00057 -0.727
C -1.55647 2.63604 -0.90537 0.388
O -2.33847 3.58549 -0.82396 -0.835
O -1.18610 1.86388 0.02458 -0.253
H -0.96489 4.41269 -5.42917 0.291
H -1.68582 4.04140 -3.28034 0.403
H 1.19695 1.56958 -5.34881 0.554
O -0.49457 -3.35750 -2.00083 -0.845
C -1.05317 -2.62899 -1.19510 0.010
O -1.08587 -1.34918 -1.19739 -0.579
C -1.83720 -3.28047 -0.05000 0.082
C -2.01443 -4.65943 -0.07687 -0.623
C -2.70209 -5.31261 0.92933 -0.740
C -3.20918 -4.58307 1.98886 -0.614
C -3.03259 -3.21143 2.02821 -1.036
C -2.35610 -2.54070 1.01285 0.682
P -2.11638 -0.72499 1.06177 2.918
C -3.58370 -0.14902 0.14474 0.736
C -4.19296 -0.91367 -0.84502 -0.618
C -5.26151 -0.40823 -1.56577 -0.687
C -5.73429 0.86766 -1.31040 -0.614
C -5.12571 1.63959 -0.33285 -0.669
C -4.05899 1.13590 0.38919 -0.637
C -2.60192 -0.40015 2.80555 -0.751
C -3.87151 -0.10608 3.29294 0.036
C -4.07123 0.11218 4.64443 -0.673
C -3.00673 0.03476 5.52858 -0.517
C -1.73759 -0.24968 5.05148 -0.741
C -1.53829 -0.45348 3.69945 -0.011
H -1.58201 -5.19232 -0.91158 0.509
H -2.83497 -6.38651 0.89331 0.356
H -3.74164 -5.07886 2.79257 0.416
H -3.42441 -2.65701 2.86773 0.329
H -3.82468 -1.90420 -1.06621 0.300
H -5.71585 -1.01377 -2.34058 0.399
H -6.56192 1.26639 -1.88403 0.340
H -5.45225 2.65458 -0.15181 0.397
H -3.55651 1.76727 1.11000 0.484
H -4.70970 -0.04370 2.61071 0.418
H -5.06429 0.34380 5.00812 0.397
H -3.16439 0.20831 6.58572 0.351
H -0.89614 -0.29780 5.72927 0.435
H -0.54113 -0.65136 3.32073 0.037
```

Results
- LUMO (eV) = 4.266
- net charge = -2
- HOMO energy (eV) = -2.30
- Kohn-Sham gap (eV) = 6.57
- ΔE to the lowest compared entry with this formula, charge and spin (eV) = 0.3161